Below is a 10-piece molecular cluster, C31H89N13O10 overall in a non-equilibrium geometry, with properties calculated with wB97M-V/def2-TZVPD.

Each line ends with the Mulliken charge.
Positions of all 143 atoms, in Å:
C (-29.1056, -17.2784, -3.1712)  -0.892
O (-28.1113, -16.6789, -3.9663)  -0.475
C (-28.4886, -16.4216, -5.3052)  -0.278
C (-27.2974, -15.8291, -6.0082)  1.144
C (-27.7014, -15.0277, -7.2486)  -0.283
N (-26.3792, -16.9245, -6.4103)  -0.601
H (-28.6502, -17.5444, -2.2138)  0.314
H (-29.3844, -18.2608, -3.5761)  0.373
H (-29.9664, -16.6304, -3.0138)  0.317
H (-28.9166, -17.3121, -5.7753)  0.066
H (-29.2893, -15.6600, -5.3091)  -0.015
H (-26.7571, -15.0982, -5.3961)  0.245
H (-28.0125, -15.7167, -8.0444)  -0.209
H (-26.8146, -14.5662, -7.6894)  0.270
H (-28.4764, -14.3066, -7.0054)  -0.504
H (-25.4629, -16.5299, -6.5990)  0.298
H (-26.2403, -17.4621, -5.5553)  0.107
C (-34.2035, -11.5052, -4.1366)  -0.741
O (-33.8717, -12.4009, -5.1720)  -0.342
C (-32.4956, -12.4467, -5.4211)  -0.646
C (-32.2532, -13.2006, -6.7121)  0.198
C (-32.8017, -14.6138, -6.7069)  -0.909
N (-30.8145, -13.1444, -7.0600)  -0.563
H (-33.6922, -11.7867, -3.2081)  0.266
H (-35.2823, -11.4996, -4.0189)  0.278
H (-33.8757, -10.4882, -4.3872)  0.307
H (-31.9682, -11.4861, -5.4511)  0.381
H (-32.0198, -13.0236, -4.6006)  0.208
H (-32.7208, -12.6058, -7.5040)  0.376
H (-33.7979, -14.7384, -6.2851)  0.525
H (-32.1569, -15.2818, -6.1199)  -0.063
H (-32.7888, -15.0203, -7.7220)  0.343
H (-30.7427, -13.6592, -7.9341)  0.270
H (-30.3000, -13.7157, -6.3897)  0.071
C (-36.9547, -18.3132, -6.5605)  -0.804
O (-35.7740, -18.2659, -5.8121)  -0.308
C (-34.8225, -19.3025, -6.1016)  -0.562
C (-33.7074, -19.2682, -5.0891)  0.237
C (-33.2425, -17.8447, -4.8319)  -0.700
N (-32.5548, -20.0506, -5.5740)  -0.647
H (-37.8348, -18.5102, -5.9318)  0.257
H (-36.9709, -19.1641, -7.2547)  0.355
H (-37.1148, -17.3713, -7.0853)  0.241
H (-35.4132, -20.2277, -6.0391)  0.434
H (-34.4742, -19.1745, -7.1332)  0.297
H (-33.9997, -19.7085, -4.1337)  0.423
H (-32.7943, -17.3774, -5.7169)  -0.294
H (-32.4054, -17.9467, -4.1369)  0.139
H (-33.9781, -17.1486, -4.4335)  0.507
H (-32.8802, -21.0103, -5.6889)  0.325
H (-32.3785, -19.7749, -6.5515)  0.185
C (-25.4143, -12.0609, -9.9928)  -0.807
O (-24.5965, -12.0358, -11.1388)  -0.448
C (-24.4829, -13.2705, -11.7732)  -0.100
C (-24.3996, -13.0108, -13.2840)  0.466
C (-25.7317, -12.8469, -13.9510)  -1.352
N (-23.5868, -14.0380, -13.9531)  -0.577
H (-25.0789, -12.8011, -9.2579)  0.374
H (-26.4443, -12.3387, -10.2610)  0.344
H (-25.4381, -11.0608, -9.5706)  0.316
H (-23.6154, -13.8753, -11.4866)  0.380
H (-25.3925, -13.8710, -11.6356)  -0.215
H (-23.8077, -12.0862, -13.3407)  0.310
H (-26.4132, -12.1410, -13.4724)  0.327
H (-26.2965, -13.7889, -13.9702)  0.157
H (-25.6436, -12.5684, -15.0034)  0.377
H (-22.8348, -14.3765, -13.3632)  0.198
H (-23.0973, -13.7008, -14.7725)  0.250
C (-26.4672, -17.8213, -15.8231)  -0.793
O (-26.9858, -17.4799, -14.5797)  -0.359
C (-25.9651, -17.0829, -13.6828)  -0.523
C (-26.5446, -16.6623, -12.3520)  0.767
C (-25.5053, -16.6968, -11.2312)  -1.433
N (-27.6801, -17.5850, -11.9840)  -0.476
H (-26.2239, -16.9521, -16.4432)  0.276
H (-27.2452, -18.3710, -16.3591)  0.270
H (-25.6063, -18.4928, -15.7576)  0.332
H (-25.1215, -17.7829, -13.5907)  0.367
H (-25.4810, -16.2153, -14.1641)  0.099
H (-26.9066, -15.6295, -12.4391)  0.121
H (-24.7237, -16.0068, -11.5542)  0.370
H (-25.1164, -17.7148, -11.2355)  0.616
H (-25.9564, -16.3743, -10.2966)  -0.076
H (-28.3312, -16.9148, -11.5675)  0.142
H (-28.1802, -17.7482, -12.8608)  0.317
C (-27.6358, -8.8393, -2.1194)  -0.770
O (-28.1450, -9.7350, -3.0800)  -0.279
C (-27.2823, -9.9917, -4.1614)  -0.919
C (-27.8695, -11.0864, -5.0111)  0.935
C (-26.8359, -11.5528, -6.0218)  -1.342
N (-29.0605, -10.5407, -5.7024)  -0.826
H (-26.6538, -9.1599, -1.7537)  0.313
H (-28.3291, -8.8466, -1.2812)  0.229
H (-27.5749, -7.8309, -2.5444)  0.299
H (-27.1077, -9.0548, -4.7044)  0.368
H (-26.3003, -10.3613, -3.8165)  0.428
H (-28.1915, -11.9471, -4.4103)  0.162
H (-26.4608, -10.6629, -6.5472)  0.421
H (-27.2832, -12.2081, -6.7657)  0.009
H (-25.9179, -11.9433, -5.5813)  0.453
H (-29.5654, -11.3646, -6.0559)  0.139
H (-29.7215, -10.3144, -4.9541)  0.379
C (-31.6003, -20.2940, -12.3413)  -0.722
O (-32.1531, -19.6469, -11.2284)  -0.379
C (-31.3222, -18.6645, -10.6543)  -1.022
C (-31.6444, -18.4066, -9.2110)  0.864
C (-30.7668, -17.3004, -8.6396)  -0.409
N (-31.4623, -19.6044, -8.3961)  -0.385
H (-30.9710, -21.1308, -12.0191)  0.274
H (-31.0020, -19.6093, -12.9576)  0.275
H (-32.3928, -20.6730, -12.9854)  0.277
H (-30.2651, -18.9797, -10.7130)  0.356
H (-31.3548, -17.7817, -11.3190)  0.438
H (-32.6804, -18.0684, -9.0796)  -0.027
H (-29.7106, -17.4978, -8.8525)  -0.177
H (-30.8986, -17.2414, -7.5608)  -0.247
H (-31.0229, -16.3497, -9.1132)  0.605
H (-30.4960, -19.7421, -8.1034)  -0.165
H (-31.6622, -20.4698, -8.8871)  0.254
N (-27.0845, -19.0193, -9.0880)  -0.230
C (-27.9524, -19.7501, -8.3249)  0.414
N (-27.8476, -19.4939, -6.9923)  -0.227
O (-28.7285, -20.5709, -8.7971)  -0.683
H (-27.0497, -19.2102, -10.0745)  0.232
H (-26.8493, -18.1000, -8.7515)  0.127
H (-27.2772, -18.6753, -6.7799)  0.160
H (-28.3674, -19.9594, -6.2737)  0.227
N (-23.2276, -17.3322, -2.4502)  -0.444
C (-24.3432, -17.0169, -3.2054)  0.534
N (-25.5022, -17.5115, -2.6751)  -0.258
O (-24.2755, -16.3772, -4.2379)  -0.609
H (-23.3072, -18.0396, -1.7427)  0.170
H (-22.3356, -17.0693, -2.8213)  0.256
H (-26.3766, -17.2867, -3.1220)  0.320
H (-25.5392, -17.9057, -1.7522)  0.224
N (-32.9245, -16.7962, -1.4688)  -0.247
C (-32.1974, -16.4621, -0.3351)  0.601
N (-31.7789, -15.1558, -0.3191)  -0.318
O (-32.0497, -17.2556, 0.5683)  -0.636
H (-33.5275, -17.5924, -1.3894)  0.167
H (-32.8777, -16.2851, -2.3293)  0.140
H (-31.3625, -14.7686, 0.5048)  0.188
H (-31.9223, -14.5982, -1.1397)  0.142

As for the structure (SMILES): COC[C@H](C)N.COC[C@H](C)N.COC[C@H](C)N.COC[C@H](C)N.COC[C@H](C)N.COC[C@H](C)N.COC[C@H](C)N.NC(N)=O.NC(N)=O.NC(N)=O. The highest occupied orbital energy is -8.7492 eV. The LUMO energy comes out at 0.20 eV. As for the energy above the lowest of the compared OMol25 structures with the same formula, charge and spin: 77.85 kJ/mol.